C21H31N3OS | ωB97M-V with the def2-TZVPD basis set

Cartesian coordinates (Å):
C  -5.686  -2.893  0.574
H  -6.547  -3.542  0.717
H  -4.860  -3.490  0.192
H  -5.395  -2.473  1.534
C  -6.026  -1.764  -0.399
C  -4.836  -0.868  -0.565
C  -4.180  -0.604  -1.728
S  -2.872  0.485  -1.469
C  -3.311  0.506  0.224
N  -4.320  -0.229  0.520
C  -2.536  1.328  1.192
N  -1.119  1.080  1.034
C  -0.268  2.044  1.693
H  -0.264  1.909  2.789
C  1.163  1.931  1.141
N  1.477  0.531  0.852
C  0.737  -0.380  1.701
C  -0.759  -0.283  1.394
H  -1.331  -0.633  2.270
H  -1.011  -0.929  0.548
H  1.076  -1.398  1.502
H  0.923  -0.173  2.771
C  2.902  0.244  0.835
H  3.446  1.156  0.582
C  3.243  -0.820  -0.219
C  4.730  -1.006  -0.289
C  5.372  -1.925  0.532
C  6.748  -2.063  0.497
C  7.502  -1.280  -0.359
C  6.873  -0.360  -1.181
C  5.497  -0.224  -1.144
H  5.007  0.491  -1.789
H  7.457  0.252  -1.853
H  8.577  -1.388  -0.388
H  7.233  -2.784  1.139
H  4.787  -2.540  1.201
H  2.759  -1.764  0.038
H  2.855  -0.483  -1.181
H  3.257  -0.085  1.825
C  1.349  2.785  -0.126
H  1.154  3.829  0.126
C  0.443  2.373  -1.293
H  0.591  3.067  -2.127
O  0.743  1.096  -1.786
H  0.745  0.510  -1.011
H  -0.609  2.422  -0.982
H  2.386  2.709  -0.459
H  1.847  2.329  1.916
H  -0.646  3.048  1.490
H  -2.906  1.102  2.209
H  -2.722  2.388  0.987
H  -4.386  -0.983  -2.708
C  -7.212  -0.947  0.117
H  -6.953  -0.486  1.066
H  -8.079  -1.587  0.258
H  -7.469  -0.161  -0.591
H  -6.276  -2.189  -1.376

As for the SMILES: CC(C)c1csc(CN2CCN(CCc3ccccc3)[C@@H](CCO)C2)n1. For the LUMO energy, the calculation gives 0.7851 eV. The value obtained for the largest force on an atom is 0.0179 Eh/bohr. The HOMO energy comes out at -0.3106 hartree. The energy relative to the best compared isomer or geometry (same formula, charge and spin) is 194.0 kJ/mol. The electronic energy comes out at -1456.49583 Eh.